1.
{"formula": "C4H7NS", "method": "wB97M-V/def2-TZVPD", "symbols": ["C", "C", "C", "C", "H", "H", "H", "H", "H", "H", "H", "N", "S"], "positions_angstrom": [[-1.339, -0.146, -0.861], [-0.673, 1.021, -0.046], [1.440, -0.230, -0.116], [0.938, -0.552, 1.237], [-1.250, 0.156, -1.956], [-2.320, -0.414, -0.555], [-0.746, -1.005, -0.733], [2.422, 0.123, -0.286], [0.963, -0.785, -0.962], [1.607, -0.132, 1.988], [-0.032, -1.179, 1.502], [0.575, 0.721, 0.676], [-1.586, 2.422, 0.113]], "forces_ev_per_a": [[1.79, 2.12, -1.09], [-1.91, -0.58, 1.19], [-1.76, -0.86, -0.28], [-2.03, -0.06, 1.23], [-0.54, -0.51, 1.33], [-0.95, 0.45, 0.11], [0.52, -1.32, 0.01], [0.85, 0.11, 0.05], [0.74, 0.79, 0.86], [-0.13, -1.70, 0.72], [2.72, 0.61, -0.61], [-1.31, 2.67, -3.48], [2.01, -1.73, -0.03]], "relative_energy_kj_mol": 323.3, "fmax_ha_per_bohr": 0.089, "smiles": "CC(=S)N1CC1", "e_tot_ev": -16583.5805}



2.
{"formula": "C4H7NS2", "method": "wB97M-V/def2-TZVPD", "symbols": ["C", "C", "C", "C", "H", "H", "H", "H", "H", "H", "H", "N", "S", "S"], "positions_angstrom": [[-0.263, -0.566, 1.407], [-0.635, -0.022, 0.073], [-1.884, 0.230, -0.313], [1.518, -0.600, -1.061], [-0.034, -1.650, 1.396], [0.504, 0.022, 1.875], [-1.050, -0.457, 2.122], [-2.130, 0.774, -1.198], [-2.674, -0.084, 0.357], [1.380, 2.502, -0.231], [2.247, -0.144, -1.718], [0.559, 0.302, -0.675], [0.764, 1.896, -1.248], [1.699, -2.203, -0.784]], "forces_ev_per_a": [[-0.54, -1.18, 0.57], [0.30, -0.15, 0.40], [0.89, -0.19, 0.49], [-0.15, -0.44, -0.08], [0.33, 0.75, -0.12], [0.91, 0.02, -0.18], [-1.04, 0.01, 0.21], [-0.09, 0.02, -0.56], [-0.04, 0.20, -0.07], [0.13, -0.22, 0.49], [0.10, 0.36, 0.11], [0.11, 0.19, -0.65], [-0.44, 0.17, -0.76], [-0.47, 0.45, 0.15]], "relative_energy_kj_mol": 137.0, "fmax_ha_per_bohr": 0.028, "smiles": "C=C(C)N(S)C=S", "e_tot_ev": -27420.4256}



3.
{"formula": "C4H7NS2", "method": "wB97M-V/def2-TZVPD", "symbols": ["C", "C", "C", "C", "H", "H", "H", "H", "H", "H", "H", "N", "S", "S"], "positions_angstrom": [[-1.858, 0.231, 0.150], [-0.519, 0.485, -0.386], [0.112, -0.238, -1.557], [1.141, -0.792, -0.418], [-2.555, 2.537, 0.469], [-2.604, 0.537, -0.481], [-1.930, -0.752, 0.638], [-0.238, 1.558, -0.772], [0.502, 0.492, -2.483], [-0.533, -1.040, -1.997], [0.583, 0.560, 1.575], [0.657, 0.198, 0.460], [-2.032, 1.556, 1.479], [2.590, -1.769, -0.660]], "forces_ev_per_a": [[1.57, 0.73, 2.95], [3.10, 4.13, -2.21], [0.61, -1.64, -0.98], [2.93, 0.79, -1.78], [1.12, -1.70, 2.11], [-1.88, -0.25, -1.84], [-0.32, 0.30, -0.44], [-1.98, -1.03, 1.35], [-0.63, -2.20, 2.82], [0.73, 0.51, 0.25], [1.04, -1.99, -3.89], [-1.50, -0.94, 2.32], [-1.44, 1.30, -1.82], [-3.34, 1.99, 1.17]], "relative_energy_kj_mol": 332.4, "fmax_ha_per_bohr": 0.109, "smiles": "S=C1C[C@@H](CS)N1", "e_tot_ev": -27418.4011}



4.
{"formula": "C4H7NS2", "method": "wB97M-V/def2-TZVPD", "symbols": ["C", "C", "C", "C", "N", "S", "S", "H", "H", "H", "H", "H", "H", "H"], "positions_angstrom": [[-2.706, 0.379, -0.883], [-0.151, -2.809, 1.339], [-0.248, 1.961, -0.630], [-1.542, -0.352, -1.180], [-3.655, 1.011, -0.853], [-0.826, -1.120, 1.538], [-0.038, 0.378, -1.607], [-1.073, -3.459, 1.236], [0.288, -3.221, 2.160], [0.561, -2.605, 0.550], [0.044, 1.852, 0.439], [-1.404, 2.241, -0.726], [0.287, 2.771, -1.150], [-1.636, -1.303, -1.694]], "forces_ev_per_a": [[1.28, -0.97, -0.71], [-3.15, 1.38, -1.94], [-2.12, 0.32, -0.65], [1.08, -0.62, 0.07], [-1.46, 0.91, 0.50], [-0.17, 0.02, 0.24], [-0.65, 1.37, 1.10], [1.38, 0.46, -0.94], [1.66, -0.47, 2.60], [-0.02, -1.18, -0.47], [-0.15, -0.09, -0.92], [2.62, -0.57, 0.40], [0.05, -0.49, 0.34], [-0.35, -0.08, 0.37]], "relative_energy_kj_mol": 329.8, "fmax_ha_per_bohr": 0.077, "e_tot_ev": -27418.4280}



5.
{"formula": "C4H7NS2", "method": "wB97M-V/def2-TZVPD", "symbols": ["C", "C", "C", "C", "H", "H", "H", "H", "H", "H", "H", "N", "S", "S"], "positions_angstrom": [[-1.550, -1.760, 0.904], [-0.716, 0.123, -0.425], [0.168, 1.042, -0.886], [1.509, 1.219, -0.423], [-1.160, -2.766, 0.828], [-1.819, -1.615, 1.955], [-2.420, -1.641, 0.270], [0.329, -0.843, 0.944], [-1.651, 0.000, -0.923], [-0.171, 1.582, -1.754], [3.447, 2.490, -0.584], [-0.524, -0.834, 0.476], [2.290, 2.562, -1.213], [2.270, 0.440, 0.832]], "forces_ev_per_a": [[0.35, 0.13, 0.25], [0.23, -1.27, 0.10], [0.71, 0.07, -0.16], [-0.44, 0.27, 0.56], [-0.08, -0.35, -0.18], [-0.10, 0.20, -0.17], [-0.20, -0.10, -0.02], [1.86, 0.05, 0.96], [-0.73, 0.38, -0.33], [0.07, 0.38, -0.04], [0.43, -0.15, 0.32], [-1.66, 0.24, -0.40], [-0.33, 0.36, -0.75], [-0.11, -0.21, -0.15]], "relative_energy_kj_mol": 36.7, "fmax_ha_per_bohr": 0.041, "smiles": "CN/C=C\\C(=S)S", "e_tot_ev": -27421.4658}



6.
{"formula": "C4H7NS2", "method": "wB97M-V/def2-TZVPD", "symbols": ["C", "C", "C", "C", "H", "H", "H", "H", "H", "H", "H", "N", "S", "S"], "positions_angstrom": [[-1.402, 0.191, -1.897], [-0.688, 0.067, 0.578], [0.547, -0.653, 1.107], [1.603, 0.285, 0.444], [-1.074, 0.134, -3.027], [-1.566, -0.714, 0.911], [-0.933, 0.959, 1.247], [0.612, -0.540, 2.236], [0.853, -1.704, 0.672], [1.675, 1.364, 0.582], [2.657, -0.026, 0.753], [-0.570, -0.019, -0.840], [-3.007, 0.735, -1.575], [1.293, -0.080, -1.190]], "forces_ev_per_a": [[-2.03, 1.45, 0.71], [-3.98, -4.27, 2.82], [1.88, 1.35, 0.98], [2.92, -0.87, 1.98], [0.00, -0.23, 2.74], [1.44, 2.03, -1.07], [0.54, -0.39, -1.89], [-0.21, -0.60, -1.32], [-1.35, 1.93, 1.21], [-1.01, 0.00, 0.62], [-1.15, -0.08, -0.75], [2.50, 0.78, -2.72], [2.10, -0.98, -0.66], [-1.64, -0.10, -2.66]], "relative_energy_kj_mol": 247.8, "fmax_ha_per_bohr": 0.126, "smiles": "S=CN1CCCS1", "e_tot_ev": -27419.2778}



7.
{"formula": "C4H7NS3", "method": "wB97M-V/def2-TZVPD", "symbols": ["C", "C", "C", "C", "H", "H", "H", "H", "H", "H", "H", "N", "S", "S", "S"], "positions_angstrom": [[-2.905, -0.144, -0.259], [0.522, -0.846, 0.800], [1.704, 0.152, 0.564], [1.977, 0.364, -0.996], [-3.068, -1.125, 0.101], [-1.414, 1.421, 0.018], [0.941, -1.797, 0.844], [0.102, -0.674, 1.937], [2.580, 0.242, 1.250], [3.122, 0.685, -1.366], [1.184, -0.363, -1.619], [-1.609, 0.221, -0.541], [-3.954, 0.987, -0.035], [-0.365, -1.003, -0.576], [1.185, 1.879, -0.123]], "forces_ev_per_a": [[2.75, 0.12, 0.79], [2.13, 3.00, 5.43], [0.55, 1.61, -2.74], [1.28, 0.42, 0.77], [-0.14, -1.48, -0.60], [-0.22, -4.66, -2.82], [1.16, -1.96, 0.42], [0.33, -0.36, -3.10], [-1.03, -0.35, -0.56], [-3.35, -1.27, 1.09], [2.88, 2.65, 1.14], [0.95, 3.00, 2.15], [-2.84, 2.09, 0.27], [-5.19, -0.25, -2.13], [0.73, -2.56, -0.10]], "relative_energy_kj_mol": 496.7, "fmax_ha_per_bohr": 0.128, "e_tot_ev": -38251.9787}



8.
{"formula": "C4H7NSi", "method": "wB97M-V/def2-TZVPD", "symbols": ["C", "C", "C", "C", "N", "Si", "H", "H", "H", "H", "H", "H", "H"], "positions_angstrom": [[1.709, 1.154, -0.441], [0.515, 1.603, 0.038], [1.431, -0.139, 0.039], [0.084, 0.241, 0.561], [2.370, -1.759, -0.045], [-1.364, -0.621, -0.338], [2.532, 1.592, -0.970], [0.025, 2.557, 0.039], [-0.015, 0.172, 1.644], [1.696, -2.354, 0.436], [-1.174, -2.065, -0.230], [-1.357, -0.186, -1.732], [-2.593, -0.205, 0.338]], "forces_ev_per_a": [[0.36, -0.10, -0.12], [-0.07, 0.09, -0.01], [3.52, -5.83, -0.33], [-0.87, -0.42, 0.08], [-2.64, 5.74, -0.05], [0.64, 0.52, 0.54], [0.15, 0.11, -0.12], [-0.12, 0.26, 0.01], [-0.07, -0.02, 0.09], [-0.44, -0.03, 0.21], [-0.06, -0.33, 0.01], [-0.03, 0.03, -0.31], [-0.35, -0.01, 0.02]], "relative_energy_kj_mol": 370.4, "fmax_ha_per_bohr": 0.133, "e_tot_ev": -13622.5045}



- Number 7 is which compound?
  C4H7NS3